Entry 1:
{
  "formula": "C5H13NO",
  "method": "ωB97M-V/def2-TZVPD",
  "symbols": ["C", "C", "C", "C", "N", "C", "O", "H", "H", "H", "H", "H", "H", "H", "H", "H", "H", "H", "H", "H"],
  "positions_angstrom": [[-0.560, -2.700, 0.000], [-0.716, -1.174, 0.483], [0.107, -0.111, -0.224], [1.676, -0.139, -0.057], [-0.310, 1.217, 0.489], [-0.329, 2.343, -0.565], [-0.334, 3.519, 0.347], [-0.414, -2.583, -1.201], [-1.474, -3.291, 0.122], [0.427, -3.286, 0.252], [-0.626, -1.218, 1.687], [-1.729, -0.817, 0.226], [0.093, -0.121, -1.360], [2.406, 0.594, -0.564], [2.011, -1.171, -0.383], [2.010, -0.048, 0.981], [-1.283, 1.412, 0.934], [0.587, 2.245, -1.170], [-1.249, 2.245, -1.179], [-0.292, 3.081, 1.183]],
  "forces_ev_per_angstrom": [[2.0, 1.2, -3.3], [0.0, -2.3, 1.6], [1.9, 2.0, 1.3], [1.2, -1.3, 0.2], [-1.0, 1.2, -2.7], [0.2, -0.6, 3.2], [-0.4, -0.5, -3.1], [-0.5, -0.5, 2.5], [0.4, 0.1, 0.3], [-2.1, 1.3, 0.2], [0.0, 0.8, -2.8], [0.1, -0.7, 0.4], [-1.4, 0.1, 1.2], [-1.9, -0.7, 0.1], [-0.2, 1.0, 0.2], [-0.5, -0.1, 0.1], [1.7, -2.0, -1.2], [-0.4, 0.5, 0.3], [0.5, 0.6, 0.3], [0.4, -0.2, 1.0]],
  "homo_energy_ev": -9.37,
  "relative_energy_kcal_mol": 72.7,
  "largest_force_ev_per_a": 4.1,
  "lumo_ev": 1.0,
  "smiles": "CC[C@H](C)NCO",
  "energy_ha": -328.20302
}

***

Entry 2:
{
  "formula": "C5H13NO",
  "method": "ωB97M-V/def2-TZVPD",
  "symbols": ["N", "C", "C", "C", "C", "C", "O", "H", "H", "H", "H", "H", "H", "H", "H", "H", "H", "H", "H", "H"],
  "positions_angstrom": [[-2.333, -1.672, 0.127], [-1.749, -0.610, -0.704], [-0.322, -0.674, -0.853], [0.371, -0.368, 0.536], [0.730, 1.121, 0.633], [2.027, 1.633, -0.046], [3.105, 0.666, 0.479], [-2.587, -2.567, -0.317], [-3.163, -1.383, 0.656], [-2.210, -0.713, -1.805], [-2.178, 0.351, -0.371], [-0.105, -1.707, -1.287], [-0.097, 0.080, -1.611], [-0.306, -0.443, 1.381], [1.058, -1.123, 0.679], [-0.106, 1.786, 0.425], [0.910, 1.228, 1.726], [1.970, 1.790, -1.159], [2.221, 2.657, 0.402], [2.762, -0.054, 1.107]],
  "forces_ev_per_angstrom": [[-0.6, -0.5, 0.8], [-5.0, -0.8, -2.7], [1.8, -0.9, 0.7], [-2.4, 1.8, -2.1], [1.6, 0.0, 0.9], [0.1, -1.0, 2.3], [-1.0, 0.6, -0.6], [0.5, 1.0, -0.1], [0.6, 0.0, -0.5], [0.8, 0.3, 1.9], [0.6, -0.2, 0.2], [0.2, 1.3, 0.7], [0.7, -0.1, 0.1], [-0.7, -0.7, -0.3], [2.3, -0.9, 0.5], [-0.3, -0.2, -0.3], [0.1, 0.5, -0.5], [0.5, -1.0, 1.0], [0.2, -1.2, -0.5], [0.1, 2.0, -1.7]],
  "homo_energy_ev": -9.06,
  "relative_energy_kcal_mol": 55.6,
  "largest_force_ev_per_a": 5.7,
  "lumo_ev": 1.0,
  "smiles": "NCCCCCO",
  "energy_ha": -328.23030
}